Record 1
A structure of composition C26H17Cl2CrN7O3S at a distorted geometry, computed with ωB97M-V/def2-TZVPD.

Atoms and positions in Å:
Cr -0.662 -0.688 0.278
Cl 5.777 1.410 1.740
C 4.565 0.539 0.840
C 3.369 0.226 1.454
C 2.345 -0.457 0.788
N 1.123 -0.711 1.398
C 1.084 -1.101 2.677
O 2.007 -1.192 3.497
C -0.302 -1.512 3.118
C -0.514 -2.042 4.382
C -1.788 -2.464 4.714
C -2.810 -2.343 3.782
C -2.518 -1.797 2.545
N -1.290 -1.390 2.235
C 2.572 -0.847 -0.552
C 3.797 -0.535 -1.146
C 4.782 0.159 -0.474
Cl 6.280 0.510 -1.291
N 1.666 -1.552 -1.403
C 1.404 -0.749 -2.595
O 1.866 -1.078 -3.651
C 0.662 0.581 -2.432
C 1.483 1.803 -2.580
C 0.866 2.954 -2.928
C -0.474 2.953 -3.388
C -1.112 1.730 -3.554
N -0.658 0.556 -3.159
H 3.205 0.522 2.478
H 0.329 -2.117 5.054
H -1.986 -2.895 5.689
H -3.816 -2.674 4.002
H -3.252 -1.666 1.759
H 3.975 -0.850 -2.166
H 2.532 1.764 -2.312
H 1.425 3.886 -2.913
H -0.964 3.869 -3.692
H -2.122 1.697 -3.960
N 1.840 -4.084 -0.943
C 0.693 -3.446 -0.551
S -0.487 -4.344 0.301
N 0.499 -2.170 -0.829
N -0.243 0.498 -1.266
C -0.575 1.424 -0.336
C -2.004 1.831 -0.288
C -2.423 3.150 -0.232
C -3.775 3.484 -0.211
C -4.721 2.466 -0.259
C -4.329 1.136 -0.295
C -2.968 0.783 -0.270
O -2.577 -0.463 -0.195
H 2.020 -4.951 -0.473
H 2.610 -3.507 -1.240
H 0.182 2.194 -0.145
H -1.668 3.930 -0.246
H -4.083 4.523 -0.183
H -5.779 2.711 -0.262
H -5.061 0.335 -0.311

Results
**E_HOMO (spin up / spin down)**: -0.0274 / -0.0383 Eh
**Gap between HOMO and LUMO (spin up / spin down)**: 4.975 / 5.272 eV
**<S²>**: 6.12
**Total charge**: -2
**LUMO level (spin up / spin down)**: 0.15542 / 0.15541 Eh
**Multiplicity**: 5

Löwdin atomic charge list, values in e, 4 entries: atom 1 (Cr): 0.769, atom 2 (Cl): 0.612, atom 3 (C): -0.682, atom 4 (C): -0.034



Record 2
A cluster of 6 separate species, C14H39N11O6 in total at a distorted geometry, computed with ωB97M-V/def2-TZVPD.

Atoms and positions in Å:
C -1.464 0.547 5.383
C -2.111 -0.708 4.776
C -2.647 -1.552 5.943
C -3.325 -0.337 3.922
C -2.911 0.329 2.610
C -1.976 -0.627 1.893
C -0.737 -1.138 2.639
C -0.209 -2.376 1.905
C 0.352 -0.070 2.705
N -1.187 -1.488 3.985
O -0.217 -2.148 4.776
H -2.020 1.013 6.193
H -0.512 0.230 5.834
H -1.126 1.286 4.653
H -3.244 -0.901 6.576
H -3.223 -2.390 5.536
H -1.885 -2.054 6.538
H -3.935 -1.207 3.689
H -3.878 0.389 4.527
H -3.774 0.473 1.950
H -2.574 1.363 2.722
H -1.618 -0.204 0.946
H -2.560 -1.516 1.629
H -0.242 -2.126 0.846
H -0.885 -3.216 2.067
H 0.787 -2.578 2.298
H 0.872 0.009 1.735
H 1.125 -0.335 3.428
H 0.023 0.960 2.852
H -0.231 -3.052 4.445
N 0.774 -4.505 -3.451
C -0.579 -4.625 -3.227
N -1.216 -3.419 -3.114
O -1.177 -5.686 -3.215
H 1.206 -3.597 -3.412
H 1.365 -5.297 -3.282
H -0.724 -2.541 -3.113
H -2.217 -3.468 -3.085
N 2.046 -1.217 -0.823
C 1.463 -0.629 -1.887
N 1.725 0.716 -2.062
O 0.695 -1.220 -2.653
H 1.812 -2.169 -0.616
H 2.764 -0.688 -0.353
H 1.373 1.049 -2.945
H 2.636 1.035 -1.764
N 0.892 4.450 -5.552
C 1.750 4.236 -4.508
N 1.242 3.567 -3.423
O 2.934 4.508 -4.590
H -0.111 4.352 -5.515
H 1.330 4.916 -6.327
H 0.303 3.525 -3.073
H 1.926 3.227 -2.771
N 5.840 0.223 1.860
C 4.701 0.559 1.188
N 3.739 1.173 1.951
O 4.507 0.246 0.018
H 6.446 -0.411 1.372
H 5.857 0.281 2.862
H 2.914 1.588 1.558
H 4.071 1.651 2.774
N -1.360 1.640 -6.195
C -2.108 2.776 -6.443
N -2.230 3.653 -5.379
O -2.554 3.020 -7.543
H -0.867 1.336 -7.017
H -0.923 1.507 -5.300
H -2.849 4.437 -5.462
H -2.066 3.224 -4.483

Results
**E_HOMO**: -0.3017 Eh
**SMILES**: CC1(C)CCCC(C)(C)N1O.NC(N)=O.NC(N)=O.NC(N)=O.NC(N)=O.NC(N)=O
**Gap between HOMO and LUMO**: 8.126 eV
**Energy relative to the best compared isomer or geometry (same formula, charge and spin)**: 0.0 kJ/mol
**LUMO level**: -0.00309 Eh
**Multiplicity**: 1

Löwdin atomic charge list, values in e, 4 entries: atom 1 (C): -0.031, atom 2 (C): -0.533, atom 3 (C): -0.034, atom 4 (C): -0.135



Record 3
A cluster of 2 separate species, C10H12FN in total at a distorted geometry, computed with ωB97M-V/def2-TZVPD.

Atoms and positions in Å:
C -3.505 1.168 -0.224
C -3.022 -0.124 -0.130
C -2.645 2.172 -0.019
C -1.695 -0.400 0.135
C -1.268 1.994 0.144
C -0.818 0.688 0.264
C 3.082 -1.923 -0.452
C 0.635 0.362 0.516
C 2.181 -2.390 -1.518
C 1.353 1.182 1.632
N 1.223 -0.594 -0.073
F 3.999 -1.035 -0.655
H -4.557 1.381 -0.360
H -3.664 -1.066 -0.305
H -3.120 3.107 -0.068
H -1.226 -1.351 0.416
H -0.533 2.702 0.311
H 3.366 -2.627 0.361
H 2.322 -3.372 -2.142
H 2.249 -1.580 -2.199
H 1.151 -2.443 -1.029
H 0.627 1.641 2.320
H 1.707 1.966 0.982
H 2.157 0.541 2.092

Results
**E_HOMO (spin up / spin down)**: -0.3140 / -0.2680 Eh
**Gap between HOMO and LUMO (spin up / spin down)**: 9.484 / 7.403 eV
**Energy relative to the best compared isomer or geometry (same formula, charge and spin)**: 427.7 kJ/mol
**LUMO level (spin up / spin down)**: 0.03454 / 0.00402 Eh
**Multiplicity**: 1

Löwdin atomic charge list, values in e, 4 entries: atom 1 (C): -0.112, atom 2 (C): -0.089, atom 3 (C): -0.095, atom 4 (C): -0.042



Record 4
The ion C11H12N3 with charge +1 at a distorted geometry, computed with ωB97M-V/def2-TZVPD.

Atoms and positions in Å:
C -1.199 0.426 1.705
C -1.800 1.271 0.884
N -1.198 1.595 -0.262
C -1.381 0.354 -0.960
C -0.354 -0.571 -0.711
C -0.493 -2.039 -0.741
C 1.004 -0.068 -0.291
C 1.480 1.100 -0.871
C 2.757 1.492 -0.668
C 3.532 0.744 0.195
C 2.928 -0.384 0.769
N 1.705 -0.830 0.565
C -2.819 0.062 -0.768
N -3.105 0.714 0.323
H -0.200 0.433 1.871
H -1.855 -0.146 2.272
H -1.562 2.422 -0.800
H -1.478 -2.436 -0.701
H 0.243 -2.278 -0.016
H -0.055 -2.515 -1.696
H 0.796 1.634 -1.645
H 3.057 2.510 -1.038
H 4.678 0.916 0.365
H 3.648 -0.962 1.478
H -3.463 -0.599 -1.332
H -3.919 0.533 0.962

Results
**E_HOMO**: -0.4616 Eh
**SMILES**: C=c1[nH]/c(=C(/C)c2ccccn2)c[nH+]1
**Gap between HOMO and LUMO**: 7.770 eV
**Total charge**: +1
**Energy relative to the best compared isomer or geometry (same formula, charge and spin)**: 568.0 kJ/mol
**LUMO level**: -0.17609 Eh
**Multiplicity**: 1

Löwdin atomic charge list, values in e, 4 entries: atom 1 (C): 0.175, atom 2 (C): -0.261, atom 3 (N): 0.017, atom 4 (C): -0.166



Record 5
A cluster of 3 separate species, C6H19NO2 in total at a distorted geometry, computed with ωB97M-V/def2-TZVPD.

Atoms and positions in Å:
C -1.961 0.777 1.651
C -1.906 -0.112 0.425
N -0.552 -0.204 -0.252
C 0.103 -1.460 0.084
C 0.553 -1.431 1.489
C -0.781 0.178 -1.656
C 0.538 0.024 -2.398
H -2.196 1.841 1.555
H -0.988 0.763 2.228
H -2.719 0.498 2.310
H -2.246 -1.202 0.716
H -2.827 0.263 -0.142
H 0.966 -1.641 -0.635
H -0.580 -2.301 -0.443
H -0.113 -0.785 2.216
H 1.609 -0.958 1.563
H 0.582 -2.306 2.085
H -1.155 1.148 -1.760
H -1.420 -0.435 -2.343
H 0.860 0.777 -3.162
H 0.619 -1.054 -2.766
H 1.586 0.379 -1.885
O 1.099 2.308 0.521
H 0.628 3.054 0.608
H 0.671 1.477 0.305
O 3.391 -0.205 -0.210
H 3.748 0.645 0.143
H 2.492 -0.038 -0.247

Results
**E_HOMO**: -0.3338 Eh
**SMILES**: CCN(CC)CC.O.O
**Gap between HOMO and LUMO**: 9.950 eV
**Energy relative to the best compared isomer or geometry (same formula, charge and spin)**: 327.6 kJ/mol
**LUMO level**: 0.03188 Eh
**Multiplicity**: 1

Löwdin atomic charge list, values in e, 4 entries: atom 1 (C): -0.126, atom 2 (C): -0.237, atom 3 (N): -0.207, atom 4 (C): -0.302



Record 6
A structure of composition C32H55NP2ScSi at a distorted geometry, computed with ωB97M-V/def2-TZVPD.

Atoms and positions in Å:
Sc -0.128 0.210 -0.064
C -1.822 -1.011 2.335
C -2.367 -0.090 1.334
C -2.616 -2.296 0.597
C -1.975 -2.331 1.870
C -2.891 -0.938 0.278
C -1.478 -0.706 3.728
H -1.341 0.353 3.915
H -0.558 -1.210 4.049
H -2.279 -1.039 4.408
C -1.666 -3.591 2.578
H -1.201 -3.397 3.550
H -0.983 -4.202 1.988
H -2.563 -4.193 2.759
C -3.003 -3.509 -0.168
H -3.633 -4.185 0.443
H -2.099 -4.073 -0.464
H -3.561 -3.251 -1.082
C -3.925 -0.523 -0.709
H -4.942 -0.608 -0.276
H -3.912 -1.161 -1.610
H -3.792 0.516 -1.033
C -3.061 1.168 1.706
H -4.119 0.946 1.944
H -3.060 1.907 0.901
H -2.645 1.649 2.593
C 2.871 2.691 0.371
C 2.341 3.312 1.506
C 1.849 4.701 1.533
C 1.071 5.143 0.254
C 0.334 4.047 -0.424
C 0.767 3.344 -1.594
C 2.270 3.422 -1.963
C 3.292 3.495 -0.848
H 2.751 5.329 1.697
H 1.751 5.733 -0.373
H 1.226 4.881 2.427
H 3.630 4.514 -0.601
H 3.596 1.859 0.439
H 2.486 2.885 2.490
H 4.239 3.045 -1.210
H 2.561 2.572 -2.619
H 0.208 3.597 -2.546
H 2.413 4.329 -2.632
H 0.318 5.892 0.606
H -0.708 3.944 -0.094
P 1.394 0.871 2.181
C 3.190 0.601 2.734
C 0.216 2.164 2.897
P -0.431 1.910 -1.991
C 1.500 1.445 0.479
C -2.115 2.661 -1.933
C 0.259 1.251 -3.510
H 3.677 -0.137 2.048
H 3.077 0.158 3.747
H 3.828 1.516 2.792
H 0.204 3.138 2.378
H 0.513 2.290 3.946
H -0.776 1.717 2.805
H 1.143 1.867 -3.769
H -0.479 1.307 -4.302
H 0.604 0.213 -3.403
H 1.932 0.892 -0.354
H 0.645 2.113 0.339
H -2.879 1.974 -2.238
H -2.144 3.571 -2.598
H -2.371 3.014 -0.908
C 1.536 -2.481 1.876
Si 1.422 -2.889 0.042
C 3.125 -2.787 -0.758
C 0.914 -4.717 0.013
N 0.367 -1.792 -0.842
C -0.158 -2.280 -2.054
C -1.336 -1.739 -2.614
C -2.002 -2.305 -3.702
C -1.394 -3.423 -4.362
C -0.180 -3.939 -3.877
C 0.439 -3.350 -2.778
H 1.670 -3.422 2.451
H 0.632 -1.997 2.265
H 2.401 -1.836 2.096
H 3.718 -3.679 -0.495
H 3.034 -2.736 -1.853
H 3.653 -1.887 -0.420
H 0.121 -4.971 0.728
H 0.577 -5.042 -0.980
H 1.802 -5.320 0.277
H -1.762 -0.843 -2.127
H -2.955 -1.881 -4.045
H -1.902 -3.827 -5.263
H 0.241 -4.811 -4.405
H 1.402 -3.759 -2.503

Results
**E_HOMO (spin up / spin down)**: -0.3300 / -0.3297 Eh
**Gap between HOMO and LUMO (spin up / spin down)**: 5.814 / 5.224 eV
**Total charge**: +1
**Energy relative to the best compared isomer or geometry (same formula, charge and spin)**: 107.7 kJ/mol
**LUMO level (spin up / spin down)**: -0.11640 / -0.13773 Eh
**Multiplicity**: 1

Löwdin atomic charge list, values in e, 4 entries: atom 1 (Sc): 0.837, atom 2 (C): -0.267, atom 3 (C): -0.349, atom 4 (C): -0.211



Record 7
A cluster of 7 separate species, C38H30F49NO9 in total at a distorted geometry, computed with ωB97M-V/def2-TZVPD.

Atoms and positions in Å:
O -5.616 -7.406 0.768
C -4.818 -6.360 1.015
O -4.933 -5.672 2.328
C -3.673 -4.903 2.426
F -2.619 -5.826 2.913
C -3.576 -4.433 0.843
C -2.290 -3.513 0.408
C -1.583 -3.497 -1.059
C -0.333 -2.531 -1.328
N 0.359 -1.530 -0.471
C -0.334 -1.567 0.847
C -1.553 -2.449 1.396
O -3.777 -5.741 0.172
H -3.764 -3.924 3.065
H -4.525 -3.785 0.576
H -1.991 -4.198 -1.914
H 0.143 -2.618 -2.422
H 0.117 -0.786 1.633
H -1.921 -2.331 2.509
F 1.117 0.594 -4.643
C 0.370 -0.132 -3.783
F 1.238 -0.940 -3.116
C -0.696 -0.960 -4.492
F -0.139 -1.902 -5.300
F -1.394 -1.658 -3.540
C -1.720 -0.147 -5.299
O -1.468 -0.027 -6.703
C -0.560 1.008 -7.074
F -0.346 1.815 -6.007
F -1.220 1.770 -7.989
C 0.739 0.470 -7.690
F 1.381 -0.380 -6.851
F 1.609 1.480 -7.959
H -0.075 0.547 -3.051
H -2.667 -0.699 -5.243
H -1.943 0.823 -4.839
H 0.538 -0.066 -8.622
F -1.300 -11.382 5.525
C -2.201 -10.998 4.593
F -2.492 -12.111 3.866
C -1.669 -9.891 3.689
F -0.611 -10.319 2.949
F -2.648 -9.576 2.783
C -1.284 -8.591 4.411
O 0.102 -8.429 4.731
C 0.529 -9.063 5.935
F -0.559 -9.458 6.639
F 1.117 -8.085 6.679
C 1.531 -10.199 5.690
F 1.024 -11.149 4.866
F 1.854 -10.827 6.853
H -3.117 -10.689 5.103
H -1.494 -7.774 3.710
H -1.930 -8.383 5.273
H 2.451 -9.819 5.238
F -2.456 7.082 -9.190
C -1.864 7.728 -10.220
F -2.738 7.663 -11.260
C -0.525 7.108 -10.604
F -0.680 5.840 -11.073
F -0.009 7.827 -11.651
C 0.533 7.106 -9.490
O 0.658 5.895 -8.737
C -0.271 5.745 -7.664
F -0.896 6.928 -7.449
F 0.481 5.515 -6.553
C -1.247 4.580 -7.878
F -1.946 4.714 -9.032
F -2.163 4.519 -6.875
H -1.752 8.781 -9.949
H 1.505 7.213 -9.988
H 0.462 7.986 -8.842
H -0.715 3.626 -7.917
F 5.050 10.304 -12.974
C 4.303 9.577 -12.114
F 5.171 8.769 -11.447
C 3.237 8.749 -12.822
F 3.793 7.807 -13.631
F 2.539 8.052 -11.871
C 2.213 9.562 -13.630
O 2.464 9.683 -15.034
C 3.373 10.718 -15.405
F 3.587 11.524 -14.338
F 2.713 11.479 -16.320
C 4.672 10.180 -16.021
F 5.314 9.330 -15.182
F 5.542 11.190 -16.290
H 3.858 10.257 -11.382
H 1.266 9.011 -13.574
H 1.990 10.532 -13.170
H 4.471 9.644 -16.953
F -0.471 -3.119 8.919
C 0.322 -2.231 9.558
F 0.615 -1.262 8.649
C 1.600 -2.868 10.093
F 2.388 -3.326 9.083
F 2.332 -1.892 10.718
C 1.385 -3.997 11.113
O 1.425 -5.332 10.600
C 0.206 -5.804 10.029
F -0.795 -4.948 10.348
F -0.080 -6.967 10.675
C 0.314 -6.063 8.520
F 0.700 -4.953 7.844
F -0.886 -6.436 8.000
H -0.256 -1.765 10.361
H 2.234 -3.952 11.808
H 0.506 -3.828 11.747
H 1.039 -6.854 8.310
F -1.238 2.194 14.694
C -0.249 3.105 14.834
F -0.863 4.301 15.044
C 0.658 3.175 13.610
F -0.019 3.609 12.513
F 1.619 4.122 13.848
C 1.386 1.867 13.266
O 0.781 1.051 12.258
C -0.261 0.189 12.713
F -0.254 0.161 14.068
F 0.093 -1.063 12.314
C -1.633 0.550 12.128
F -1.983 1.829 12.413
F -2.610 -0.243 12.645
H 0.319 2.864 15.737
H 2.352 2.156 12.832
H 1.651 1.287 14.158
H -1.638 0.435 11.040

Results
**E_HOMO**: -0.3452 Eh
**SMILES**: O=C1O[C@@H](F)[C@@H](c2ccncc2)O1.FC(F)C(F)(F)COC(F)(F)C(F)F.FC(F)C(F)(F)COC(F)(F)C(F)F.FC(F)C(F)(F)COC(F)(F)C(F)F.FC(F)C(F)(F)COC(F)(F)C(F)F.FC(F)C(F)(F)COC(F)(F)C(F)F.FC(F)C(F)(F)COC(F)(F)C(F)F
**Gap between HOMO and LUMO**: 8.699 eV
**LUMO level**: -0.02556 Eh
**Multiplicity**: 1

Löwdin atomic charge list, values in e, 4 entries: atom 1 (O): 0.049, atom 2 (C): -0.236, atom 3 (O): 0.023, atom 4 (C): -0.145